1.
{
  "formula": "C26H40AsIrN3OSi3",
  "method": "wB97M-V/def2-TZVPD",
  "homo_ev": [-13.25, -13.71],
  "homo_lumo_gap_ha": [0.1781, 0.1941],
  "de_lowest_kj_mol": 241.3,
  "total_charge": 2,
  "spin_multiplicity": 2,
  "s_squared": 0.81,
  "species": ["Ir", "O", "C", "C", "C", "C", "C", "C", "C", "N", "C", "C", "N", "H", "H", "H", "H", "H", "H", "H", "C", "C", "C", "C", "C", "C", "C", "C", "N", "H", "H", "H", "H", "H", "H", "C", "Si", "C", "C", "As", "Si", "C", "C", "C", "Si", "C", "C", "C", "H", "H", "H", "H", "H", "H", "H", "H", "H", "H", "H", "H", "H", "H", "H", "H", "H", "H", "H", "H", "H", "H", "H", "H", "H", "H", "H"],
  "positions_angstrom": [[-0.19, -0.28, 0.92], [-1.19, 1.53, 0.49], [-2.32, 2.00, 0.63], [-2.55, 3.36, 0.20], [-3.81, 3.85, 0.12], [-4.94, 3.03, 0.49], [-4.78, 1.79, 0.98], [-3.46, 1.23, 1.19], [-3.24, 0.08, 1.89], [-2.04, -0.55, 2.18], [-2.05, -1.72, 2.72], [-4.47, -1.72, 2.91], [-4.40, -0.51, 2.49], [-1.68, 3.92, -0.11], [-3.99, 4.85, -0.24], [-5.94, 3.44, 0.35], [-5.67, 1.22, 1.20], [-0.88, -3.38, 3.40], [-5.41, -2.08, 3.32], [-5.22, 0.09, 2.56], [1.08, -1.89, 1.35], [-0.20, -2.52, 1.53], [-0.76, -2.40, 2.94], [-3.27, -2.58, 2.81], [-3.33, -3.36, 1.48], [-2.33, -3.50, 0.56], [-0.97, -3.05, 0.50], [-4.64, -3.86, 1.23], [-5.75, -4.13, 1.10], [1.67, -2.25, 0.51], [1.68, -1.79, 2.25], [-0.10, -1.79, 3.54], [-3.23, -3.26, 3.66], [-2.64, -4.06, -0.32], [-0.49, -3.22, -0.45], [1.19, 3.62, -0.07], [1.25, 2.44, -1.53], [-0.33, 2.37, -2.55], [2.65, 2.98, -2.65], [1.62, 0.24, -0.65], [3.66, 0.34, 0.63], [3.11, 1.03, 2.29], [4.85, 1.50, -0.22], [4.45, -1.34, 0.78], [1.59, -1.27, -2.52], [2.29, -2.93, -2.04], [-0.22, -1.39, -2.99], [2.61, -0.52, -3.89], [0.81, 4.59, -0.39], [2.20, 3.79, 0.30], [0.58, 3.26, 0.76], [-0.66, 3.39, -2.79], [-1.14, 1.84, -2.07], [-0.12, 1.88, -3.51], [2.40, 3.98, -3.02], [2.78, 2.34, -3.52], [3.60, 3.05, -2.13], [2.81, 2.08, 2.20], [3.94, 0.99, 3.00], [2.28, 0.47, 2.71], [4.56, 2.54, -0.14], [4.98, 1.26, -1.28], [5.83, 1.40, 0.25], [3.80, -2.13, 1.15], [5.29, -1.25, 1.48], [4.88, -1.67, -0.17], [1.64, -3.52, -1.38], [3.27, -2.87, -1.58], [2.40, -3.51, -2.96], [-0.86, -1.51, -2.12], [-0.37, -2.25, -3.65], [-0.55, -0.50, -3.53], [3.60, -0.21, -3.56], [2.11, 0.33, -4.36], [2.75, -1.28, -4.67]]
}

2.
{
  "formula": "CHNO2PS",
  "method": "wB97M-V/def2-TZVPD",
  "homo_ev": -5.26,
  "homo_lumo_gap_ha": 0.3227,
  "de_lowest_kj_mol": 55.3,
  "total_charge": -1,
  "species": ["C", "N", "O", "O", "P", "S", "H"],
  "positions_angstrom": [[-0.46, -1.60, 0.31], [-0.58, -2.71, 0.56], [-0.87, 0.79, -1.70], [1.35, 0.60, -0.44], [-0.29, 0.63, -0.36], [-0.83, 1.73, 1.18], [1.69, 0.56, 0.45]]
}

3.
{
  "formula": "Cl2O8Sr2",
  "method": "wB97M-V/def2-TZVPD",
  "homo_ev": -11.53,
  "homo_lumo_gap_ha": 0.0432,
  "de_lowest_kj_mol": 417.9,
  "total_charge": 2,
  "species": ["Sr", "Sr", "Cl", "O", "O", "O", "O", "Cl", "O", "O", "O", "O"],
  "positions_angstrom": [[3.67, 4.49, -4.97], [-2.92, 4.53, -5.36], [-0.32, 1.38, -1.78], [-0.35, 1.03, -0.39], [0.87, 2.10, -2.11], [-0.59, 0.07, -2.44], [-1.54, 2.06, -2.31], [0.17, -3.12, 3.80], [0.34, -4.18, 2.80], [-1.08, -3.32, 4.42], [1.26, -3.23, 4.73], [0.49, -1.81, 3.59]]
}

4.
{
  "formula": "C10H10AuN2SSeTe",
  "method": "wB97M-V/def2-TZVPD",
  "homo_ev": [-2.93, -2.94],
  "homo_lumo_gap_ha": [0.1974, 0.1853],
  "total_charge": -1,
  "spin_multiplicity": 3,
  "s_squared": 2.03,
  "species": ["Au", "S", "C", "N", "C", "C", "C", "N", "H", "H", "H", "H", "Se", "C", "C", "C", "C", "C", "C", "H", "H", "H", "H", "H", "Te", "H"],
  "positions_angstrom": [[0.00, 0.00, 0.00], [0.00, 0.00, 2.31], [-1.35, 0.99, 2.37], [-2.59, 0.38, 2.38], [-3.77, 1.07, 2.43], [-3.76, 2.40, 2.46], [-2.42, 3.01, 2.44], [-1.30, 2.36, 2.40], [-2.59, -0.63, 2.36], [-4.68, 0.49, 2.44], [-4.64, 3.03, 2.50], [-2.39, 4.11, 2.47], [2.43, 0.00, 0.00], [4.35, -0.03, 0.00], [5.05, -0.02, 1.21], [6.45, -0.04, 1.21], [7.15, -0.07, 0.00], [6.45, -0.08, -1.21], [5.06, -0.06, -1.21], [4.52, 0.01, 2.15], [6.99, -0.03, 2.15], [8.23, -0.09, 0.00], [7.00, -0.11, -2.15], [4.52, -0.07, -2.15], [0.00, 2.64, 0.00], [-1.62, 0.00, 0.00]]
}

5.
{
  "formula": "C28H55O2Si4Sr",
  "method": "wB97M-V/def2-TZVPD",
  "homo_ev": -1.97,
  "homo_lumo_gap_ha": 0.1370,
  "de_lowest_kj_mol": 0.0,
  "total_charge": -1,
  "species": ["O", "C", "C", "H", "H", "C", "H", "H", "C", "H", "H", "H", "C", "H", "H", "H", "Sr", "C", "C", "C", "H", "C", "C", "H", "H", "H", "H", "C", "C", "C", "H", "C", "C", "H", "H", "H", "H", "O", "C", "C", "H", "H", "C", "H", "H", "C", "H", "H", "H", "H", "C", "Si", "C", "C", "Si", "Si", "C", "C", "C", "Si", "C", "C", "C", "H", "H", "H", "H", "H", "H", "H", "H", "H", "H", "H", "H", "H", "H", "H", "H", "H", "H", "H", "H", "H", "H", "H", "H", "H", "H", "H"],
  "positions_angstrom": [[0.97, 0.31, -6.92], [0.87, 1.53, -7.74], [0.75, 0.73, -9.03], [1.77, 2.13, -7.68], [-0.03, 2.09, -7.47], [0.86, -0.51, -8.11], [1.52, 0.84, -9.77], [-0.24, 0.81, -9.48], [2.10, -1.35, -8.26], [3.01, -0.77, -8.13], [2.08, -1.82, -9.25], [2.08, -2.15, -7.51], [-0.40, -1.32, -8.14], [-1.28, -0.71, -7.89], [-0.34, -2.16, -7.43], [-0.48, -1.73, -9.15], [0.27, -0.26, -1.40], [-1.82, -0.47, 0.44], [-1.57, 0.93, 0.40], [-2.01, 1.41, -0.86], [-1.16, 1.52, 1.22], [-2.57, 0.32, -1.58], [-2.44, -0.84, -0.78], [-2.83, -1.84, -1.02], [-1.62, -1.12, 1.29], [-1.99, 2.45, -1.18], [-3.11, 0.39, -2.52], [1.50, -1.70, 0.63], [0.71, -2.66, -0.07], [1.34, -2.92, -1.31], [-0.21, -3.11, 0.31], [2.50, -2.11, -1.40], [2.60, -1.35, -0.20], [3.39, -0.64, 0.07], [1.32, -1.34, 1.65], [1.02, -3.69, -2.02], [3.23, -2.11, -2.21], [1.38, 1.27, -4.80], [0.12, 0.56, -4.66], [-1.04, 1.55, -4.83], [-0.01, 0.04, -3.68], [0.07, -0.24, -5.40], [-0.34, 2.93, -4.82], [-1.76, 1.41, -4.01], [-1.56, 1.39, -5.79], [1.10, 2.59, -4.34], [-0.85, 3.64, -4.17], [-0.31, 3.38, -5.83], [1.10, 2.61, -3.23], [1.85, 3.30, -4.69], [3.14, -0.46, 4.50], [1.75, 0.81, 4.70], [1.67, 1.40, 6.49], [2.03, 2.26, 3.51], [-0.28, -0.11, 4.05], [-0.51, -2.19, 5.05], [-0.15, -2.10, 6.90], [-2.27, -2.82, 4.75], [0.72, -3.37, 4.23], [-1.96, 1.24, 4.91], [-2.12, 1.08, 6.79], [-1.60, 3.04, 4.49], [-3.56, 0.72, 4.06], [4.07, -0.04, 4.90], [3.30, -0.71, 3.44], [2.93, -1.39, 5.04], [2.63, 1.89, 6.74], [0.87, 2.12, 6.66], [1.53, 0.56, 7.19], [2.45, 1.90, 2.57], [1.10, 2.80, 3.29], [2.74, 2.97, 3.97], [-0.92, -1.55, 7.45], [-0.12, -3.13, 7.29], [0.83, -1.63, 7.11], [-2.48, -2.90, 3.67], [-2.37, -3.82, 5.19], [-3.03, -2.17, 5.20], [0.56, -3.44, 3.15], [1.77, -3.08, 4.40], [0.57, -4.38, 4.66], [-1.16, 1.19, 7.31], [-2.79, 1.88, 7.14], [-2.56, 0.11, 7.08], [-1.77, 3.23, 3.42], [-2.29, 3.67, 5.06], [-0.57, 3.34, 4.73], [-3.46, 0.77, 2.96], [-3.87, -0.30, 4.33], [-4.35, 1.42, 4.37]]
}

6.
{
  "formula": "C22H26N4O2",
  "method": "wB97M-V/def2-TZVPD",
  "homo_ev": -6.93,
  "homo_lumo_gap_ha": 0.2824,
  "de_lowest_kj_mol": 286.1,
  "smiles": "COc1ccccc1N1CCN(CC(=O)N2N=CC[C@H]2c2ccccc2)CC1",
  "species": ["C", "O", "C", "C", "C", "C", "C", "C", "N", "C", "C", "N", "C", "C", "O", "N", "N", "C", "C", "C", "C", "C", "C", "C", "C", "C", "C", "C", "H", "H", "H", "H", "H", "H", "H", "H", "H", "H", "H", "H", "H", "H", "H", "H", "H", "H", "H", "H", "H", "H", "H", "H", "H", "H"],
  "positions_angstrom": [[1.04, 2.94, 2.77], [0.99, 2.31, 1.51], [1.62, 2.92, 0.45], [2.43, 4.03, 0.59], [2.99, 4.65, -0.52], [2.74, 4.15, -1.78], [1.96, 3.02, -1.93], [1.38, 2.37, -0.84], [0.54, 1.28, -0.98], [0.74, 0.08, -0.20], [1.67, -0.90, -0.94], [1.20, -1.24, -2.27], [0.31, -2.38, -2.36], [-1.00, -2.27, -1.57], [-1.93, -1.56, -1.87], [-1.06, -3.06, -0.46], [-0.15, -3.98, -0.11], [-0.59, -4.69, 0.85], [-1.98, -4.32, 1.30], [-2.25, -3.07, 0.44], [-2.29, -1.78, 1.21], [-3.29, -0.85, 0.98], [-3.29, 0.35, 1.66], [-2.30, 0.63, 2.59], [-1.30, -0.29, 2.82], [-1.29, -1.49, 2.14], [0.87, -0.06, -3.04], [-0.02, 0.94, -2.27], [2.06, 2.94, 3.18], [0.40, 2.35, 3.41], [0.67, 3.97, 2.72], [2.61, 4.45, 1.57], [3.62, 5.52, -0.38], [3.17, 4.63, -2.65], [1.79, 2.65, -2.92], [1.17, 0.33, 0.77], [-0.24, -0.38, -0.04], [1.79, -1.82, -0.37], [2.65, -0.42, -1.06], [0.04, -2.51, -3.41], [0.86, -3.26, -2.02], [0.00, -5.48, 1.27], [-2.68, -5.13, 1.09], [-2.02, -4.10, 2.37], [-3.14, -3.16, -0.19], [-4.05, -1.06, 0.25], [-4.07, 1.08, 1.47], [-2.31, 1.57, 3.12], [-0.52, -0.08, 3.54], [-0.49, -2.20, 2.31], [0.37, -0.36, -3.96], [1.82, 0.42, -3.29], [-0.18, 1.84, -2.86], [-1.00, 0.48, -2.09]]
}